Below is C31H38N6O8P2SSc as an isolated structure in a non-equilibrium geometry, with properties calculated with wB97M-V/def2-TZVPD.

The net charge is +1. The calculation puts the largest force on an atom at 0.0346 hartree/bohr. Its gap between HOMO and LUMO is 0.2865 Ha. Its energy above the lowest of the compared OMol25 structures with the same formula, charge and spin is 1.5168 eV. Its HOMO energy is -0.3722 Eh. Its total energy is -108200.6869 eV.

Each line ends with the Löwdin charge.
Positions of all 87 atoms, in Å:
1 Sc -0.3872 0.2179 0.6555  0.97
2 C -2.2882 1.5701 3.3497  -0.16
3 C -3.2004 0.3528 3.2077  -0.10
4 C -2.5028 -0.9692 3.3504  -0.26
5 C -3.0780 -1.9413 4.1632  0.00
6 C -2.4941 -3.1890 4.2689  -0.03
7 C -1.3391 -3.4252 3.5446  -0.04
8 C -0.8203 -2.4021 2.7764  -0.17
9 N -1.3708 -1.1825 2.6658  0.09
10 N -1.7900 2.0422 2.0488  -0.18
11 C -0.7438 3.0509 2.2610  -0.13
12 C 0.5639 2.5245 2.7717  -0.27
13 C 1.2784 3.2441 3.7132  0.00
14 C 2.5859 2.8756 3.9955  -0.03
15 C 3.1425 1.8292 3.2843  -0.03
16 C 2.3444 1.1380 2.3924  -0.13
17 N 1.0640 1.4404 2.1663  0.05
18 C -2.8825 2.7104 1.3225  -0.12
19 C -2.7532 2.6204 -0.1727  -0.25
20 C -3.2979 3.5995 -0.9924  0.00
21 C -3.2521 3.4196 -2.3635  -0.04
22 C -2.6609 2.2700 -2.8664  -0.03
23 C -2.1172 1.3646 -1.9765  -0.12
24 N -2.1644 1.5313 -0.6522  0.05
25 H -1.4298 1.3218 3.9765  0.13
26 H -2.8365 2.3797 3.8481  0.14
27 H -3.6700 0.3664 2.2197  0.12
28 H -3.9960 0.4027 3.9486  0.12
29 H -3.9860 -1.7135 4.7047  0.12
30 H -2.9258 -3.9551 4.8989  0.12
31 H -0.8448 -4.3862 3.5749  0.12
32 H 0.0903 -2.5650 2.2224  0.08
33 H -1.1022 3.8411 2.9328  0.13
34 H -0.5306 3.5050 1.2871  0.14
35 H 0.8276 4.0987 4.1990  0.12
36 H 3.1599 3.4146 4.7369  0.12
37 H 4.1749 1.5428 3.4196  0.12
38 H 2.7505 0.3265 1.8037  0.11
39 H -2.9565 3.7602 1.6271  0.14
40 H -3.8307 2.2433 1.5918  0.13
41 H -3.7471 4.4848 -0.5618  0.12
42 H -3.6747 4.1590 -3.0306  0.12
43 H -2.6078 2.0847 -3.9299  0.11
44 H -1.6143 0.4701 -2.3228  0.11
45 C -0.1671 -4.7465 -0.2883  -0.04
46 C -0.3175 -3.4116 -1.0035  -0.54
47 O -0.3587 -3.6101 -2.4184  -0.08
48 P -1.8923 -2.5199 -0.6222  0.57
49 O -2.7245 -3.4283 0.3896  -0.09
50 O -2.7347 -2.5159 -1.9552  -0.07
51 O -1.7854 -1.1232 -0.1030  -0.34
52 P 1.0423 -2.1578 -0.7345  0.37
53 O 2.3763 -3.0146 -0.5193  -0.09
54 O 1.0132 -1.3946 -2.0028  -0.26
55 O 0.8545 -1.4131 0.5801  -0.38
56 H -1.1266 -5.2401 -0.1468  0.08
57 H 0.3162 -4.6230 0.6806  0.08
58 H 0.4558 -5.3834 -0.9131  0.10
59 H 0.1217 -2.8481 -2.8101  0.08
60 H -3.6732 -3.2215 0.3623  0.11
61 H -2.2799 -2.9847 -2.6785  0.10
62 H 2.8236 -3.2438 -1.3471  0.10
63 N 2.0858 -2.3839 4.6825  -0.06
64 N 1.8219 -1.1937 3.9431  -0.07
65 H 3.0745 -2.4107 4.8887  0.06
66 H 1.8630 -3.2226 4.1573  0.05
67 H 1.8825 -1.3389 2.9393  0.04
68 H 0.8785 -0.9055 4.1606  0.05
69 C 2.8345 -0.8671 -6.7432  -0.05
70 C 4.0544 -0.1954 -7.3223  -0.73
71 O 4.8032 -0.7183 -8.0966  0.02
72 S 4.3223 1.5504 -6.9345  1.01
73 C 3.4576 1.7463 -5.3867  -0.56
74 C 4.0391 1.2246 -4.2331  -0.10
75 C 3.3452 1.2491 -3.0391  -0.02
76 C 2.0636 1.8090 -2.9817  -0.25
77 C 1.5266 2.4029 -4.1241  -0.02
78 C 2.2216 2.3728 -5.3228  -0.09
79 C 1.3031 1.6649 -1.7818  -0.11
80 C 0.6660 1.4333 -0.7691  -0.09
81 H 2.8218 -0.8347 -5.6573  0.07
82 H 2.8179 -1.9014 -7.0821  0.09
83 H 1.9443 -0.3511 -7.1052  0.09
84 H 5.0246 0.7806 -4.2908  0.11
85 H 3.7687 0.8130 -2.1445  0.12
86 H 0.5497 2.8660 -4.0724  0.11
87 H 1.7992 2.8168 -6.2148  0.11

Forces on atoms 1 to 2 (eV/Å):
Sc -0.9 1.4 0.7
C -0.1 -0.1 0.1